{"formula": "C7H8FNS", "method": "ωB97M-V with the def2-TZVPD basis set", "charge": 0, "total_energy_ev": -22427.589, "e_above_lowest_ev": 1.343, "homo_lumo_gap_ev": 8.21, "symbols": ["C", "C", "C", "C", "C", "C", "C", "N", "F", "S", "H", "H", "H", "H", "H", "H", "H", "H"], "xyz": [[-2.16922, 0.37612, 1.00418], [-0.65472, 0.06467, -0.57802], [0.26205, 0.23509, 0.58071], [-0.28132, -0.21629, -1.83607], [1.57272, 0.18560, 0.63604], [-1.25777, -0.47028, -2.92834], [2.30631, 0.12219, 2.74858], [-1.98502, 0.16357, -0.22533], [3.62491, 0.33294, 2.68521], [-0.74968, 0.48999, 2.02553], [-3.14058, 0.48312, 1.44831], [0.76855, -0.27727, -2.07914], [2.36339, 0.05589, -0.06230], [-2.26760, -0.48440, -2.53165], [-1.03870, -1.42466, -3.40652], [-1.18151, 0.30467, -3.69080], [2.05733, -0.88925, 3.02557], [1.77087, 0.94830, 3.18404]], "forces_ev_per_a": [[0.4, 0.0, 0.2], [1.0, -0.1, -0.6], [-0.1, 0.0, -0.1], [-0.3, 0.1, 0.4], [1.0, -0.1, 4.6], [0.1, 0.0, 0.0], [-1.0, 0.3, -4.3], [-1.3, 0.0, -0.2], [0.3, 0.0, 0.2], [0.1, 0.0, 0.0], [-0.3, 0.0, 0.1], [0.2, 0.0, 0.1], [0.2, -0.1, -0.5], [-0.1, 0.0, -0.1], [0.0, -0.1, -0.1], [0.0, 0.0, -0.1], [-0.1, -0.1, 0.1], [-0.1, 0.1, 0.2]]}